Entry 1:
This record from the OMol25 dataset describes a 2-piece molecular cluster, H2N2O3 overall. The level of theory is ωB97M-V/def2-TZVPD.

As for the energy above the lowest of the compared OMol25 structures with the same formula, charge and spin: 78.5 kcal/mol.

Cartesian coordinates (Å):
N1 -0.145 -0.590 -0.369
N2 0.973 0.086 0.026
O1 1.926 -0.644 0.184
O2 0.925 1.269 0.049
O3 -1.955 0.364 0.143
H1 -0.220 -1.604 -0.065
H2 -1.503 1.119 0.033

Atom charges from the Mulliken analysis, given in e for atoms 1 to 5: -0.4672 1.3093 -0.5644 -0.5756 -0.3744



Entry 2:
This record from the OMol25 dataset describes one molecule with the formula H2N2O3. The level of theory is ωB97M-V/def2-TZVPD.

As for the energy above the lowest of the compared OMol25 structures with the same formula, charge and spin: 21.5 kcal/mol. Its SMILES is O=NONO.

Cartesian coordinates (Å):
O1 -0.892 -2.425 -0.074
N1 -0.335 -1.410 -0.320
O2 -0.249 -0.528 0.738
N2 0.547 0.590 0.392
O3 -0.065 1.375 -0.600
H1 0.535 1.118 1.270
H2 0.458 1.281 -1.405

Atom charges from the Mulliken analysis, given in e for atoms 1 to 5: -0.3403 0.3097 -0.0803 -0.1516 -0.3983



Entry 3:
This record from the OMol25 dataset describes a 2-piece molecular cluster, H2N2O3S overall. The level of theory is ωB97M-V/def2-TZVPD.

As for the energy above the lowest of the compared OMol25 structures with the same formula, charge and spin: 127.3 kcal/mol.

Cartesian coordinates (Å):
N1 -0.178 -0.310 -0.033
N2 1.111 0.247 -0.003
O1 1.125 1.402 0.241
O2 2.011 -0.457 -0.353
O3 -1.445 1.138 0.406
S1 -0.519 -1.857 0.315
H1 -0.668 1.772 0.089
H2 -1.438 -1.934 -0.662

Atom charges from the Mulliken analysis, given in e for atoms 1 to 5: -0.3163 1.3700 -0.6943 -0.5601 -0.4237



Entry 4:
This record from the OMol25 dataset describes one molecule with the formula H2N2O3S. The level of theory is ωB97M-V/def2-TZVPD.

As for the energy above the lowest of the compared OMol25 structures with the same formula, charge and spin: 96.7 kcal/mol.

Cartesian coordinates (Å):
N1 2.141 0.354 -0.223
N2 -1.606 0.033 0.023
O1 -0.558 0.555 -0.542
O2 -2.683 0.400 -0.338
O3 -1.406 -0.900 0.799
S1 0.989 -0.524 0.056
H1 2.535 0.334 -1.262
H2 0.587 -0.252 1.487

Atom charges from the Mulliken analysis, given in e for atoms 1 to 5: -0.3943 1.1882 -0.4211 -0.5744 -0.6316



Entry 5:
This record from the OMol25 dataset describes H2N2O3S2 as an isolated structure. The level of theory is ωB97M-V/def2-TZVPD.

As for the energy above the lowest of the compared OMol25 structures with the same formula, charge and spin: 13.1 kcal/mol. As for the total charge: -2.

Cartesian coordinates (Å):
N1 3.690 0.707 0.340
N2 2.425 -1.245 -1.176
O1 4.675 0.227 0.744
O2 2.966 -0.872 -2.224
O3 2.535 -0.609 -0.074
S1 2.704 1.909 1.807
S2 -10.896 -0.153 -0.349
H1 1.856 1.216 1.035
H2 -9.955 -1.178 -0.104

Atom charges from the Mulliken analysis, given in e for atoms 1 to 5: 0.2802 0.2795 -0.3083 -0.5343 -0.3720



Entry 6:
This record from the OMol25 dataset describes one molecule with the formula H2N2O3S2. The level of theory is ωB97M-V/def2-TZVPD.

As for the energy above the lowest of the compared OMol25 structures with the same formula, charge and spin: 35.1 kcal/mol.

Cartesian coordinates (Å):
N1 -0.329 1.374 0.084
N2 -0.235 -2.444 0.224
O1 -1.485 -0.524 -1.184
O2 -2.797 1.466 -0.037
O3 -1.837 -0.440 1.077
S1 -1.605 0.636 -0.011
S2 -1.519 -1.774 -0.076
H1 -0.390 2.318 -0.325
H2 0.719 -2.478 0.585

Atom charges from the Mulliken analysis, given in e for atoms 1 to 5: -0.5436 -0.3345 -0.2431 -0.5519 -0.3050



Entry 7:
This record from the OMol25 dataset describes one molecule with the formula H2N2O5Si. The level of theory is ωB97M-V/def2-TZVPD.

As for the energy above the lowest of the compared OMol25 structures with the same formula, charge and spin: 71.1 kcal/mol. Its SMILES is O=NOO[SiH2][N+](=O)[O-].

Cartesian coordinates (Å):
O1 -0.035 2.747 1.047
N1 0.056 1.776 0.413
O2 1.352 1.291 0.358
O3 1.293 0.356 -0.667
Si1 0.010 -0.629 -0.962
N2 -0.672 -1.334 0.684
O4 -1.804 -0.879 0.868
O5 0.017 -2.044 1.380
H1 -1.065 0.284 -1.249
H2 0.848 -1.568 -1.872

Atom charges from the Mulliken analysis, given in e for atoms 1 to 5: -0.3984 0.3437 -0.0075 -0.1478 0.5251



Entry 8:
This record from the OMol25 dataset describes one molecule with the formula H2N2OS. The level of theory is ωB97M-V/def2-TZVPD.

As for the energy above the lowest of the compared OMol25 structures with the same formula, charge and spin: 73.5 kcal/mol.

Cartesian coordinates (Å):
N1 1.169 -0.620 -0.107
N2 1.948 -1.297 -0.616
O1 -0.158 -0.611 -0.328
S1 1.250 0.793 1.433
H1 -0.353 -1.550 -0.686
H2 2.214 1.550 0.985

Atom charges from the Mulliken analysis, given in e for atoms 1 to 5: 0.4578 -0.4491 -0.4368 -0.1186 0.3996



Entry 9:
This record from the OMol25 dataset describes H2N2S as an isolated structure. The level of theory is ωB97M-V/def2-TZVPD.

As for the energy above the lowest of the compared OMol25 structures with the same formula, charge and spin: 76.7 kcal/mol.

Cartesian coordinates (Å):
N1 -0.559 -1.093 -1.647
N2 0.612 0.913 1.356
S1 -0.219 0.142 0.235
H1 -1.359 -1.158 -1.006
H2 1.525 1.197 1.062

Taken from the Mulliken analysis, the atomic charges in e are: -0.3183 -0.3714 0.1809 0.2379 0.2709



Entry 10:
This record from the OMol25 dataset describes a 2-piece molecular cluster, H2N3O2S overall. The level of theory is ωB97M-V/def2-TZVPD.

As for the energy above the lowest of the compared OMol25 structures with the same formula, charge and spin: 104.2 kcal/mol. As for the total charge: -1.

Cartesian coordinates (Å):
N1 -0.434 0.430 0.917
N2 -0.479 -0.026 -0.400
N3 0.494 0.345 -1.109
O1 -1.680 -0.381 -0.728
O2 0.629 0.019 -2.265
S1 2.191 -1.001 0.795
H1 -1.167 0.032 1.447
H2 0.447 0.582 1.343

Atom charges from the Mulliken analysis, given in e for atoms 1 to 5: -0.4541 0.9263 -0.1457 -0.7598 -0.5914



Entry 11:
This record from the OMol25 dataset describes H2N3O2S as an isolated structure. The level of theory is ωB97M-V/def2-TZVPD.

As for the energy above the lowest of the compared OMol25 structures with the same formula, charge and spin: 44.5 kcal/mol. As for the total charge: -1.

Cartesian coordinates (Å):
N1 -0.588 0.478 -0.252
N2 -1.779 0.691 0.327
N3 -2.195 0.026 1.303
O1 -1.380 -0.844 1.867
O2 -3.336 0.218 1.692
S1 0.861 0.195 0.704
H1 -0.232 -0.576 1.601
H2 -0.554 1.279 -0.814

Atom charges from the Mulliken analysis, given in e for atoms 1 to 5: -0.2352 -0.5590 1.1144 -0.6209 -0.7796



Entry 12:
This record from the OMol25 dataset describes an isolated ion of composition H2N3O3S and charge -1. The level of theory is ωB97M-V/def2-TZVPD.

As for the energy above the lowest of the compared OMol25 structures with the same formula, charge and spin: 74.3 kcal/mol. Its SMILES is N/N=N/S(=O)(=O)[O-]. As for the total charge: -1.

Cartesian coordinates (Å):
N1 -0.227 1.484 -1.381
N2 0.357 0.424 -0.751
N3 -0.251 0.200 0.376
S1 0.194 -1.245 1.141
O1 -0.746 -1.290 2.250
O2 -0.051 -2.270 0.135
O3 1.575 -1.185 1.548
H1 -1.081 2.010 -1.037
H2 0.230 1.873 -2.281

Atom charges from the Mulliken analysis, given in e for atoms 1 to 5: -0.4102 0.0477 -0.2238 1.1437 -0.6696



Entry 13:
This record from the OMol25 dataset describes one molecule with the formula H2N3OP. The level of theory is ωB97M-V/def2-TZVPD.

As for the energy above the lowest of the compared OMol25 structures with the same formula, charge and spin: 5.5 kcal/mol. Its SMILES is O=Pn1[nH][nH]1.

Cartesian coordinates (Å):
O1 2.949 -1.597 -0.596
P1 2.516 -0.832 0.773
N1 0.912 -0.531 0.615
N2 -0.443 -0.198 1.083
N3 -0.190 -1.068 0.009
H1 -0.674 0.660 0.798
H2 -0.332 -0.702 -0.949

Atom charges from the Mulliken analysis, given in e for atoms 1 to 5: -0.5303 0.2459 0.2278 -0.1880 -0.2190



Entry 14:
This record from the OMol25 dataset describes one molecule with the formula H2N4O2. The level of theory is ωB97M-V/def2-TZVPD.

As for the energy above the lowest of the compared OMol25 structures with the same formula, charge and spin: 94.2 kcal/mol. Its SMILES is N/N=N/[N+](=O)[O-].

Cartesian coordinates (Å):
N1 0.000 -0.039 -0.199
N2 -1.135 0.445 -0.253
N3 -2.199 -0.393 0.148
N4 -3.477 -0.057 -0.002
O1 -3.956 -0.237 -1.118
O2 -4.070 0.316 1.063
H1 0.091 -0.892 0.331
H2 0.863 0.658 -0.268

Atom charges from the Mulliken analysis, given in e for atoms 1 to 5: -0.2248 0.0519 -0.3586 0.9254 -0.4876



Entry 15:
This record from the OMol25 dataset describes H2N4O7Si2 as an isolated structure. The level of theory is ωB97M-V/def2-TZVPD.

As for the energy above the lowest of the compared OMol25 structures with the same formula, charge and spin: 58.2 kcal/mol.

Cartesian coordinates (Å):
N1 -0.010 1.845 -0.499
N2 -1.100 1.568 0.207
N3 0.187 0.451 -3.354
N4 -3.069 -0.820 -0.072
O1 1.193 0.258 -4.003
O2 -3.519 -1.588 0.760
O3 0.354 3.027 -0.787
O4 -1.765 2.370 0.885
O5 -0.959 0.177 -3.719
O6 -3.653 -0.427 -1.084
O7 -0.300 -0.626 -0.708
Si1 0.575 0.496 -1.500
Si2 -1.470 -0.216 0.321
H1 1.982 0.313 -1.348
H2 -1.192 -1.158 1.776

Atom charges from the Mulliken analysis, given in e for atoms 1 to 5: 0.4393 0.6249 0.8576 0.9414 -0.5108



Entry 16:
This record from the OMol25 dataset describes a 2-piece molecular cluster, H2N5O2 overall. The level of theory is ωB97M-V/def2-TZVPD.

As for the energy above the lowest of the compared OMol25 structures with the same formula, charge and spin: 114.4 kcal/mol. As for the total charge: -1.

Cartesian coordinates (Å):
N1 0.485 -1.325 0.066
N2 -0.677 -1.034 0.588
N3 -0.674 0.329 0.786
N4 1.108 -0.243 -0.349
N5 0.395 0.829 -0.012
O1 2.215 -0.177 -0.952
O2 0.597 2.031 -0.279
H1 -2.058 -1.441 -0.724
H2 -1.390 1.032 0.875

Atom charges from the Mulliken analysis, given in e for atoms 1 to 5: -0.3922 -0.4084 -0.0942 0.9174 0.5438



Entry 17:
This record from the OMol25 dataset describes an isolated ion of composition H2N5O2 and charge -1. The level of theory is ωB97M-V/def2-TZVPD.

As for the energy above the lowest of the compared OMol25 structures with the same formula, charge and spin: 36.3 kcal/mol. Its SMILES is O=NNN/N=N/[O-]. As for the total charge: -1.

Cartesian coordinates (Å):
O1 0.871 2.191 -0.219
N1 0.730 1.178 0.406
N2 1.171 0.057 -0.121
N3 0.493 -1.127 0.173
N4 -0.868 -1.213 -0.175
N5 -1.521 -0.129 0.038
O2 -2.755 0.080 -0.185
H1 1.493 -0.010 -1.089
H2 0.387 -1.027 1.172

Atom charges from the Mulliken analysis, given in e for atoms 1 to 5: -0.5203 0.0758 0.0631 -0.2575 -0.4054



Entry 18:
This record from the OMol25 dataset describes one molecule with the formula H2NO2P. The level of theory is ωB97M-V/def2-TZVPD.

As for the energy above the lowest of the compared OMol25 structures with the same formula, charge and spin: 92.0 kcal/mol. Its SMILES is O=NOP.

Cartesian coordinates (Å):
O1 -1.430 1.488 1.291
N1 -0.440 1.009 0.877
O2 -0.730 -0.073 -0.027
P1 0.284 -1.132 -0.783
H1 1.142 -0.085 -1.583
H2 1.175 -1.206 0.225

Atom charges from the Mulliken analysis, given in e for atoms 1 to 5: -0.2215 0.3001 -0.2508 0.0692 0.0565